Model w:
Formula: C2H4N2O
Source: the OMol25 dataset
Level of theory: ωB97M-V/def2-TZVPD

## Properties
spin multiplicity	1
gap between HOMO and LUMO (spin up / spin down)	7.75 / 7.75	eV
lowest unoccupied orbital energy (spin up / spin down)	-0.80 / -0.80	eV

Last columns: bonded neighbours and bond lengths (Å).
Cartesian coordinates (Å):
1 C 1.19210 1.37686 -0.08157  N3 1.263, H6 1.077, H7 1.081
2 C -0.91855 0.23538 -0.04839  N3 1.256, O5 1.172
3 N 0.11683 0.84631 0.31662  C1 1.263, C2 1.256
4 N -0.26249 -1.81664 -0.06297  H8 1.019, H9 1.018
5 O -2.07605 0.27603 -0.22786  C2 1.172
6 H 1.84026 1.81659 0.65803  C1 1.077
7 H 1.47004 1.43394 -1.12499  C1 1.081
8 H -0.22648 -1.93490 0.94883  N4 1.019
9 H -1.13568 -2.23358 -0.37769  N4 1.018

***

Model x:
Formula: C2H4N2O
Source: the OMol25 dataset
Level of theory: ωB97M-V/def2-TZVPD

## Properties
spin multiplicity	1
gap between HOMO and LUMO	9.71	eV
lowest unoccupied orbital energy	0.45	eV

Last columns: bonded neighbours and bond lengths (Å).
Cartesian coordinates (Å):
1 N 0.48328 -1.54022 -1.04757  C2 1.206, H6 1.017
2 C 1.06360 -0.84421 -0.25204  N1 1.206, H7 1.150
3 N -0.13646 0.29666 0.90262  C4 1.365, H8 1.020
4 C -0.79893 1.25702 0.19348  N3 1.365, O5 1.216, H9 1.111
5 O -1.97424 1.54988 0.30182  C4 1.216
6 H 1.00556 -2.15475 -1.66666  N1 1.017
7 H 1.25177 -0.09557 0.60021  C2 1.150
8 H -0.76249 -0.25654 1.48706  N3 1.020
9 H -0.13209 1.78774 -0.51891  C4 1.111

***

Model y:
Formula: C2H4N2O
Source: the OMol25 dataset
Level of theory: ωB97M-V/def2-TZVPD

## Properties
spin multiplicity	1
gap between HOMO and LUMO (spin up / spin down)	8.59 / 8.59	eV
lowest unoccupied orbital energy (spin up / spin down)	0.02 / 0.02	eV

Last columns: bonded neighbours and bond lengths (Å).
Cartesian coordinates (Å):
1 C 0.35259 -0.39735 1.02427  N3 1.361, N4 1.267, O5 1.257
2 C -0.40302 1.03232 -0.78980  O5 1.500, H7 1.114, H8 1.042, H9 1.094
3 N 0.96530 -1.54833 0.63412  C1 1.361, N4 1.504
4 N 0.74827 -1.04968 2.03607  C1 1.267, N3 1.504
5 O -0.29100 0.61394 0.64616  C1 1.257, C2 1.500
6 H -0.29786 -2.00909 -0.27115  no bonds
7 H 0.57411 1.52257 -1.00297  C2 1.114
8 H -1.20055 1.69950 -0.86182  C2 1.042
9 H -0.44783 0.13613 -1.41488  C2 1.094

***

Model z:
Formula: C2H4N2O
Source: the OMol25 dataset
Level of theory: ωB97M-V/def2-TZVPD

## Properties
spin multiplicity	1
gap between HOMO and LUMO	10.81	eV
lowest unoccupied orbital energy	0.69	eV
SMILES	[H]/N=C/NC=O

Last columns: bonded neighbours and bond lengths (Å).
Cartesian coordinates (Å):
1 C 1.30420 0.42590 -0.07215  H4 1.047, N7 1.271, N8 1.396
2 C -1.04217 -0.37443 -0.05916  H6 1.087, N8 1.414, O9 1.238
3 H 2.92505 -0.41810 -0.04330  N7 1.071
4 H 1.81568 1.33457 0.01710  C1 1.047
5 H -0.48069 1.54763 0.20759  N8 1.007
6 H -0.55754 -1.34708 -0.06332  C2 1.087
7 N 1.89582 -0.69067 0.06792  C1 1.271, H3 1.071
8 N -0.07213 0.65256 -0.00708  C1 1.396, C2 1.414, H5 1.007
9 O -2.25506 -0.14489 0.03050  C2 1.238

***

Tell me which of them is the most stable. Sure, it is model z.